(1)
ORCA calculation (ωB97M-V with the def2-TZVPD basis set) on the ion C4H10NS with charge +1 at a distorted geometry.

The geometry in XYZ format:
```
16
Properties=species:S:1:pos:R:3:forces:R:3:mulliken_charge:R:1
C 0.462669 -1.783644 -0.429053 -2.236 -3.172 1.788 -0.94
N -0.169419 -0.748155 0.423823 -0.638 0.070 0.238 -0.08
C -0.299492 0.538700 -0.254358 -4.111 -0.102 1.470 0.02
C 0.099523 1.781576 0.496939 0.595 -0.418 2.671 -1.32
C -2.107004 0.519193 -0.581112 4.124 0.667 1.572 0.02
S -3.031675 -0.605734 -0.018726 -0.542 -0.656 0.068 -0.22
H 1.513586 -1.713194 -0.322512 1.029 0.421 -0.622 0.38
H 0.205225 -2.754082 0.214030 0.485 1.531 -2.042 0.36
H 0.025436 -1.810540 -1.456431 0.561 0.005 1.014 0.35
H -1.223052 -1.054222 0.749541 1.832 0.344 -0.825 0.29
H 0.436049 -0.686740 1.230419 -0.140 0.275 0.570 0.35
H 0.145913 0.492562 -1.176651 1.050 -0.234 -2.266 0.34
H -0.423178 1.871497 1.488668 0.140 -0.311 -0.842 0.38
H -0.255037 2.625059 -0.056578 0.377 0.710 -0.454 0.38
H 1.209609 1.850351 0.836424 -1.687 -0.119 -1.287 0.35
H -2.329602 1.507147 -0.858384 -0.838 0.988 -1.053 0.34
```
Forces are in eV/Å.

As for the gap between HOMO and LUMO: 9.04 eV. As for the SMILES: C[NH2+][C@H](C)C=S. As for the energy above the lowest of the compared OMol25 structures with the same formula, charge and spin: 224.5 kJ/mol. The value obtained for the maximum force is 4.46 eV Å⁻¹. For the total energy, the calculation gives -16626.6389 eV. As for the total charge: +1. The multiplicity is 1.


(2)
ORCA calculation (ωB97M-V with the def2-TZVPD basis set) on the ion C10H11N2O2S with charge +1 at a distorted geometry.

The geometry in XYZ format:
```
26
Properties=species:S:1:pos:R:3:forces:R:3:mulliken_charge:R:1
C -2.055269 1.105615 -0.634782 -1.942 -1.045 0.385 -0.62
C -0.705118 1.316120 -0.576652 -0.137 1.694 -0.704 -0.39
C -1.761126 -0.930904 0.709644 -1.385 -1.940 0.425 -0.77
C -0.397829 -0.833960 0.510464 0.585 0.838 -0.288 0.50
C -2.572775 -0.073440 0.026192 2.734 3.682 -1.375 -0.25
C 0.116045 0.334492 -0.139610 1.550 -1.792 1.106 0.34
C 1.572554 -2.255162 0.169731 2.516 -0.013 -1.408 0.22
C 0.508511 -1.978424 1.018857 -1.532 1.730 0.320 -0.41
C 2.262174 0.995284 0.961436 -3.807 -1.792 -0.595 -1.22
C 2.169467 0.991931 -1.510569 0.884 2.836 2.557 -1.03
N -3.949379 -0.248155 -0.087797 -2.882 -0.979 -0.572 0.95
N 1.515731 0.533499 -0.271545 1.043 -0.905 0.542 0.29
O -4.559953 0.519592 -0.824708 0.058 -0.611 0.763 -0.59
O -4.440969 -1.221125 0.474649 0.087 0.627 -0.088 -0.59
S 2.737218 -2.557281 -0.746581 -1.353 0.033 0.982 -0.06
H -2.815267 1.740573 -1.155346 1.107 -0.412 0.729 0.47
H -0.162634 2.249521 -0.834084 -1.000 -0.583 -0.319 0.45
H -2.354441 -1.735457 1.261843 1.399 0.848 -0.744 0.42
H 0.714445 -1.859130 2.065554 1.385 0.705 0.696 0.45
H -0.090267 -2.825029 1.209480 -0.991 -1.656 -0.733 0.59
H 1.491608 0.879534 1.754566 0.890 0.635 -0.048 0.37
H 3.043414 0.332965 1.154930 1.563 -0.996 0.374 0.35
H 2.609347 1.963486 0.801999 0.428 1.801 0.195 0.51
H 2.286920 0.288243 -2.279034 0.343 -1.444 -0.806 0.36
H 1.653753 1.853737 -1.979493 0.187 -0.259 0.277 0.31
H 3.183842 1.413484 -1.079150 -1.732 -1.003 -1.674 0.35
```
Forces are in eV/Å.

As for the gap between HOMO and LUMO: 6.48 eV. As for the energy above the lowest of the compared OMol25 structures with the same formula, charge and spin: 499.4 kJ/mol. The value obtained for the maximum force is 4.79 eV Å⁻¹. For the total energy, the calculation gives -28445.6296 eV. As for the total charge: +1. The multiplicity is 1.


(3)
ORCA calculation (ωB97M-V with the def2-TZVPD basis set) on a structure of composition C28H34Cl5GeN7OTi at a distorted geometry.

The geometry in XYZ format:
```
77
Properties=species:S:1:pos:R:3:forces:R:3:mulliken_charge:R:1
Ti -0.039724 1.713792 0.285276 0.792 0.950 -0.128 -0.08
N -0.002557 1.196879 -4.176464 0.022 0.021 0.109 0.22
C 0.356727 1.282560 -2.908135 -0.008 0.035 -0.055 -0.79
N -0.479648 1.340232 -1.896955 0.175 -0.072 0.170 0.42
C -1.854279 1.292798 -2.162926 -0.183 0.022 -0.185 0.08
N -2.723181 1.303554 -1.206464 0.272 -0.048 0.164 -1.45
N -2.096451 1.290054 0.029979 -0.502 -0.121 -0.025 1.44
C -2.842934 1.083995 1.048883 0.095 0.076 0.126 -0.81
C -2.166737 0.998633 2.343548 -0.235 -0.148 -0.371 1.07
C -2.822545 0.636849 3.503580 0.179 0.140 0.169 -1.04
C -2.079463 0.570447 4.678960 -0.093 -0.013 -0.063 -0.53
C -0.729972 0.869952 4.637179 0.094 0.025 -0.039 -0.82
C -0.145177 1.208399 3.423409 -0.026 0.001 0.049 -0.38
N -0.842738 1.252193 2.289058 -0.096 0.124 -0.062 0.65
C -2.304227 1.236628 -3.548771 -0.069 -0.014 0.016 0.63
C -3.659365 1.222664 -3.898200 0.015 -0.002 0.020 -0.49
C -4.023451 1.158668 -5.224499 0.014 0.001 -0.039 -0.84
C -3.048859 1.102789 -6.225164 -0.018 0.000 0.001 -0.47
C -1.707267 1.111389 -5.903467 -0.027 0.009 0.078 -0.95
C -1.351459 1.179929 -4.561496 0.094 -0.004 -0.073 0.08
H 0.718599 1.167270 -4.883290 -0.024 -0.009 -0.029 0.31
H 1.419404 1.317550 -2.705185 0.008 -0.003 -0.023 0.45
H -3.916790 0.967471 0.945805 0.006 -0.073 -0.019 0.45
H -3.883090 0.429018 3.494802 -0.011 0.001 -0.028 0.53
H -2.556737 0.296515 5.609791 0.014 0.001 0.015 0.48
H -0.118484 0.848855 5.527809 -0.021 -0.009 0.019 0.51
H 0.905692 1.456311 3.355027 -0.006 -0.002 0.001 0.52
H -4.405442 1.260263 -3.117593 0.013 0.002 0.015 0.51
H -5.069386 1.149568 -5.496546 -0.005 -0.001 0.001 0.46
H -3.348453 1.052194 -7.262889 0.007 -0.002 -0.004 0.43
H -0.947134 1.068930 -6.672770 0.004 -0.003 -0.013 0.45
Cl 6.847462 4.062360 1.857776 -0.007 -0.002 0.000 -0.15
C 5.183724 3.705703 1.690225 0.017 -0.020 -0.023 0.44
C 4.768073 2.753242 0.760008 -0.023 0.052 0.059 -0.20
Cl 5.897662 1.922674 -0.219645 -0.004 -0.014 -0.012 -0.18
C 3.410986 2.487317 0.643414 0.085 0.019 0.015 0.53
Cl 2.815159 1.284535 -0.463250 -0.120 -0.026 0.034 -0.13
C 2.450316 3.131988 1.414948 0.010 -0.031 0.003 -1.11
O 1.165832 2.842163 1.270953 -0.272 -0.539 -0.158 0.00
C 2.880661 4.077373 2.347493 0.090 -0.004 -0.074 0.61
Cl 1.688259 4.868098 3.300657 -0.029 0.008 0.014 -0.17
C 4.236404 4.364593 2.484051 -0.033 0.006 -0.004 0.11
Cl 4.742398 5.529874 3.625164 -0.004 -0.003 0.002 -0.15
N -1.419045 4.297387 0.772819 0.176 -0.007 -0.118 -0.54
N -0.732721 3.768755 -0.392322 -0.376 -0.108 0.464 -0.36
H -1.807434 5.210282 0.552953 0.032 0.027 0.026 0.33
H -0.703596 4.432587 1.483126 -0.023 -0.049 0.038 0.12
H 0.028955 4.382688 -0.676969 0.004 -0.024 -0.099 0.31
H -1.418913 3.749353 -1.140353 0.014 -0.015 -0.027 0.31
C 0.426619 -5.540217 -1.895243 0.007 -0.047 0.019 -1.42
C 0.132379 -4.053155 -1.759662 -0.060 -0.006 -0.007 -0.08
C 1.407133 -3.224865 -1.671718 0.061 0.033 0.054 -1.04
C 1.162263 -1.707111 -1.615356 0.025 -0.062 -0.097 -0.46
Ge 0.126410 -1.209924 -0.028761 0.031 -0.145 0.077 0.58
C 0.797167 -1.877111 1.683305 -0.021 -0.079 0.039 -0.25
C 0.322831 -3.327946 1.875613 0.007 -0.018 -0.017 -0.47
C 0.659093 -3.857894 3.267741 0.028 0.060 0.023 -0.46
C 0.215816 -5.301365 3.450778 -0.020 -0.065 0.005 -1.36
H -0.488075 -6.126880 -1.965195 -0.013 0.018 -0.005 0.39
H 0.989424 -5.906857 -1.034583 0.006 0.005 0.007 0.29
H 1.022131 -5.743206 -2.786379 -0.005 0.015 -0.008 0.37
H -0.492214 -3.889252 -0.872362 0.025 0.014 0.000 0.21
H -0.465419 -3.706104 -2.609233 0.024 -0.019 -0.018 0.39
H 2.035534 -3.437663 -2.541315 -0.023 0.017 -0.016 0.56
H 1.998616 -3.535683 -0.804725 -0.024 -0.009 0.010 0.31
H 0.605631 -1.397022 -2.503750 -0.015 0.011 0.013 0.37
H 2.122222 -1.186678 -1.617278 -0.034 0.057 0.044 0.39
H -1.385550 -1.444185 -0.199106 -0.012 0.001 0.003 -0.07
H 0.418199 -1.265601 2.503548 -0.024 0.040 -0.040 0.16
H 1.886641 -1.809125 1.703128 0.005 0.002 -0.044 0.60
H 0.777193 -3.978587 1.122593 0.006 0.016 0.025 0.06
H -0.760290 -3.392811 1.721821 0.002 -0.004 0.018 0.40
H 0.178999 -3.219002 4.016256 -0.011 -0.007 -0.005 0.34
H 1.735922 -3.768561 3.436402 0.005 -0.020 -0.020 0.35
H -0.861994 -5.404029 3.312560 -0.004 0.010 0.000 0.34
H 0.458210 -5.668173 4.447079 0.006 0.016 0.007 0.41
H 0.706088 -5.958322 2.730535 0.011 0.008 -0.007 0.32
```
Forces are in eV/Å.

As for the gap between HOMO and LUMO (alpha / beta): 6.83 / 5.94 eV. As for the energy above the lowest of the compared OMol25 structures with the same formula, charge and spin: 35.0 kJ/mol. The value obtained for the maximum force is 1.24 eV Å⁻¹. For the total energy, the calculation gives -184297.5249 eV. As for the total charge: +2. The multiplicity is 3.


(4)
ORCA calculation (ωB97M-V with the def2-TZVPD basis set) on a structure of composition C18H28BrN3O3RbTa at a distorted geometry.

The geometry in XYZ format:
```
55
Properties=species:S:1:pos:R:3:forces:R:3:mulliken_charge:R:1
N -1.736360 -0.263583 -0.072249 0.251 0.427 -0.061 -0.27
C -2.828766 -0.717723 0.207774 -1.824 -1.240 1.184 0.91
O -3.862302 -1.167786 0.559902 2.308 1.188 -1.089 -0.46
Rb -1.956984 2.427069 2.167749 -0.773 0.083 -0.261 1.00
Ta 0.203095 0.108424 -0.098160 -1.922 -1.599 -1.407 -0.56
N 0.149036 1.771002 -1.088318 0.974 -0.051 1.367 0.73
N 0.757865 -1.349699 -1.244027 0.628 0.749 0.972 0.73
C -0.452628 2.579056 -2.164381 -0.077 0.079 -0.662 1.23
C 0.135334 -2.348193 -2.134998 -0.355 -0.388 -0.325 1.09
C -0.127281 4.064433 -1.969835 -0.039 -0.063 0.040 -1.70
C 0.129298 2.129575 -3.509131 -0.097 -0.054 -0.193 -1.13
C -1.962278 2.379009 -2.133418 -0.355 0.005 -0.084 -1.29
C -0.535387 -3.395221 -1.246687 -0.073 -0.272 0.082 -1.36
C 1.176271 -3.007048 -3.039505 0.058 0.000 -0.087 -1.76
C -0.907178 -1.650516 -2.991006 -0.230 0.065 -0.457 -1.36
H -0.435574 4.409677 -0.974512 0.077 0.026 -0.164 0.36
H -0.671347 4.646902 -2.725281 0.163 -0.132 0.253 0.45
H 0.942890 4.253641 -2.113261 -0.214 0.084 0.069 0.42
H 1.218929 2.270871 -3.521118 -0.278 -0.023 -0.157 0.37
H -0.311791 2.741791 -4.311196 0.263 -0.238 0.218 0.48
H -0.093225 1.073104 -3.715331 0.050 0.393 0.084 0.09
H -2.260639 1.323161 -2.184328 0.183 0.252 -0.062 0.20
H -2.409126 2.897854 -2.995630 0.125 -0.188 0.327 0.47
H -2.404523 2.815902 -1.223646 0.122 -0.083 -0.193 0.23
H 0.202470 -3.866671 -0.585574 -0.197 -0.046 -0.144 0.32
H -1.003250 -4.169179 -1.874854 0.200 0.207 0.273 0.49
H -1.310627 -2.946877 -0.612289 0.151 -0.101 -0.173 0.15
H 1.876781 -3.626765 -2.470162 -0.089 0.066 -0.129 0.41
H 1.737901 -2.254129 -3.602822 -0.058 -0.118 0.016 0.40
H 0.663668 -3.658705 -3.760234 0.167 0.185 0.229 0.43
H -1.396975 -2.392359 -3.639434 0.130 0.276 0.206 0.55
H -0.444031 -0.892808 -3.635186 -0.091 -0.243 0.098 0.13
H -1.685343 -1.170070 -2.389292 0.128 -0.111 -0.111 0.17
C 1.573771 2.082785 -0.731463 -0.543 0.794 -0.403 -0.92
H 1.985036 1.319679 -0.006002 0.304 0.396 -0.192 0.37
H 2.210434 2.112466 -1.626662 -0.017 -0.407 0.342 0.43
H 1.668076 3.054982 -0.223198 -0.026 -0.497 0.108 0.43
C 2.114170 -1.651852 -0.721225 -0.454 -0.606 -0.492 -1.11
H 2.388951 -0.949636 0.088385 0.112 0.126 0.322 0.51
H 2.174823 -2.672914 -0.321053 -0.022 0.361 0.159 0.41
H 2.873191 -1.535302 -1.506246 -0.172 0.174 0.250 0.38
Br 0.659950 2.518776 3.789916 0.528 -1.052 0.858 -0.29
C 0.399260 0.784417 4.727722 0.214 0.061 0.297 0.16
C 0.565795 0.895615 6.104154 -0.068 0.225 0.127 -0.51
C 0.338977 -0.190832 6.958763 -0.006 -0.182 -0.712 -0.58
C -0.006408 -1.430111 6.408486 -0.003 0.257 -0.151 -0.62
C -0.111497 -1.570094 5.022439 0.092 0.401 0.215 -0.49
C 0.090117 -0.470780 4.156095 -0.068 0.155 -0.234 0.57
C -0.016276 -0.743724 2.692473 -0.559 -2.053 -0.281 0.86
O -0.356193 -1.828460 2.198600 0.803 2.125 0.788 -0.60
O 0.273207 0.290156 1.871277 0.626 0.380 -0.088 -0.63
H 0.877371 1.849382 6.525509 -0.181 -0.188 -0.075 0.40
H 0.439264 -0.055975 8.034780 0.011 -0.067 -0.287 0.42
H -0.190163 -2.283369 7.059913 0.068 0.189 -0.220 0.42
H -0.349755 -2.539322 4.587775 0.054 0.274 0.013 0.45
```
Forces are in eV/Å.

As for the gap between HOMO and LUMO: 7.82 eV. The value obtained for the maximum force is 2.87 eV Å⁻¹. For the total energy, the calculation gives -101971.3298 eV. As for the total charge: +2. The multiplicity is 1.


(5)
ORCA calculation (ωB97M-V with the def2-TZVPD basis set) on a structure of composition C7H10 at a distorted geometry.

The geometry in XYZ format:
```
17
Properties=species:S:1:pos:R:3:forces:R:3:mulliken_charge:R:1
C 1.666535 -0.577540 -0.200099 -2.144 -1.376 0.927 -1.09
C 0.947707 0.724373 0.159936 -0.079 0.215 0.007 -0.15
C 0.018020 0.986827 -1.031420 -0.071 0.069 -0.042 -0.79
C -0.936293 -0.171884 -0.719877 -0.014 -0.014 -0.068 -0.45
C -1.459418 0.220627 0.690695 -0.323 0.246 0.113 -0.73
C -0.026846 -0.068219 1.105172 -0.423 0.353 0.688 -0.40
C 0.054351 -1.142827 0.055161 0.305 0.032 0.903 -0.19
H 1.323576 -1.226877 -0.981422 2.361 0.449 -2.368 0.46
H 2.284871 -0.951204 0.617143 -0.076 -0.372 -0.448 0.32
H 1.496639 1.581340 0.562816 0.115 -0.303 -0.231 0.45
H 0.549355 0.889587 -1.983703 -0.110 0.032 0.153 0.36
H -0.487985 1.956475 -0.998035 0.033 -0.113 0.003 0.31
H -1.621320 -0.498323 -1.512324 0.274 -0.054 0.271 0.41
H -1.853755 1.230963 0.826671 -0.154 -0.038 -0.081 0.34
H -2.139250 -0.530127 1.107849 0.038 0.135 -0.068 0.31
H 0.341453 -0.309186 2.101271 -0.179 0.328 0.112 0.44
H -0.296442 -2.180440 0.180723 0.448 0.409 0.128 0.43
```
Forces are in eV/Å.

As for the gap between HOMO and LUMO: 9.39 eV. As for the energy above the lowest of the compared OMol25 structures with the same formula, charge and spin: 396.0 kJ/mol. The value obtained for the maximum force is 3.37 eV Å⁻¹. For the total energy, the calculation gives -7416.9301 eV. The multiplicity is 1.


(6)
ORCA calculation (ωB97M-V with the def2-TZVPD basis set) on an isolated molecule of C3H8NOP at a distorted geometry.

The geometry in XYZ format:
```
14
Properties=species:S:1:pos:R:3:forces:R:3:mulliken_charge:R:1
C 1.534635 0.508174 0.571627 -0.562 0.685 -1.679 -1.14
C 0.951728 -0.541257 -0.352201 0.514 0.382 -3.042 -0.35
C -0.509139 -0.903076 -0.195341 -0.532 -0.532 -0.308 0.54
O -0.841754 -2.069467 -0.034004 -0.259 1.555 0.030 -0.57
N -1.398978 0.178314 -0.370707 -1.279 -1.179 0.672 -0.33
P -3.114534 0.426256 0.045193 -0.374 -1.775 0.080 -0.12
H 1.330986 1.562552 0.312020 -0.329 -0.529 0.070 0.33
H 2.584839 0.422353 0.541422 1.295 -0.149 0.212 0.34
H 1.163878 0.271997 1.506361 -0.412 -0.003 2.355 0.36
H 1.512652 -1.505631 -0.260533 -0.487 0.906 -0.226 0.26
H 1.047994 -0.121257 -1.474602 -0.070 -1.248 2.219 0.24
H -0.997311 1.088254 -0.439940 0.630 0.311 -0.115 0.33
H -3.358723 -0.565666 1.093079 0.665 0.772 -0.347 0.06
H -3.953093 -0.495144 -0.772475 1.200 0.804 0.080 0.06
```
Forces are in eV/Å.

As for the gap between HOMO and LUMO: 10.58 eV. As for the SMILES: CCC(=O)NP. As for the energy above the lowest of the compared OMol25 structures with the same formula, charge and spin: 49.4 kJ/mol. The value obtained for the maximum force is 3.11 eV Å⁻¹. For the total energy, the calculation gives -16066.5424 eV. The multiplicity is 1.